C3H8O3 | ωB97M-V with the def2-TZVPD basis set

* strongest force on any atom: 3.20 eV/A
* lowest unoccupied orbital energy: -4.44 eV
* energy: -344.53410 Eh
* energy above the lowest of the compared OMol25 structures with the same formula, charge and spin: 197.2 kcal per mole
* HOMO-LUMO gap: 4.13 eV

Bonds (Å) are listed after each position.
Atoms and positions in Å:
1 O 1.73 1.11 -0.59  C2 1.210
2 C 2.12 -0.01 -0.35  O1 1.210, C3 1.464, H6 1.108
3 C 1.40 -0.95 0.51  C2 1.464, C4 1.474, H7 1.090
4 C 0.06 -0.59 1.01  C3 1.474, O5 1.387, H9 1.107, H10 1.094
5 O -0.87 -1.06 0.09  C4 1.387, H11 0.996
6 H 3.17 -0.30 -0.57  C2 1.108
7 H 1.62 -2.01 0.44  C3 1.090
8 H -1.73 0.60 -2.17  H13 0.730
9 H -0.01 0.51 0.93  C4 1.107
10 H -0.13 -0.87 2.05  C4 1.094
11 H -1.57 -0.38 -0.07  O5 0.996
12 H -2.60 1.82 0.61  O14 0.962
13 H -1.14 1.02 -2.14  H8 0.730
14 O -2.04 1.11 0.26  H12 0.962

C3H8O3 | ωB97M-V with the def2-TZVPD basis set

* strongest force on any atom: 2.62 eV/A
* lowest unoccupied orbital energy: 0.38 eV
* SMILES: CCC(=O)O.O
* energy: -344.81908 Eh
* energy above the lowest of the compared OMol25 structures with the same formula, charge and spin: 18.4 kcal per mole
* HOMO-LUMO gap: 10.86 eV

Bonds (Å) are listed after each position.
Atoms and positions in Å:
1 O 1.85 1.44 1.12  C3 1.217
2 O 2.74 1.03 -0.85  C3 1.318, H6 0.996
3 C 1.72 1.02 -0.01  O1 1.217, O2 1.318, C5 1.559
4 C -0.69 1.44 -0.74  C5 1.555, H7 1.103, H8 1.103, H9 1.103
5 C 0.43 0.37 -0.59  C3 1.559, C4 1.555, H10 1.107, H11 1.107
6 H 2.66 0.77 -1.80  O2 0.996
7 H -0.83 1.70 0.32  C4 1.103
8 H -1.65 1.07 -1.14  C4 1.103
9 H -0.41 2.35 -1.30  C4 1.103
10 H 0.05 -0.41 0.10  C5 1.107
11 H 0.56 -0.11 -1.58  C5 1.107
12 O -1.86 -3.61 2.44  H13 0.984, H14 0.984
13 H -2.58 -4.23 2.17  O12 0.984
14 H -1.99 -2.82 1.87  O12 0.984

C3H8O3PS | ωB97M-V with the def2-TZVPD basis set

* strongest force on any atom: 4.37 eV/A
* lowest unoccupied orbital energy: 3.63 eV
* energy: -1084.46501 Eh
* net charge: -1
* energy above the lowest of the compared OMol25 structures with the same formula, charge and spin: 32.2 kcal per mole
* HOMO-LUMO gap: 7.37 eV

Bonds (Å) are listed after each position.
Atoms and positions in Å:
1 C -1.26 -0.16 -1.10  C3 1.529, H9 1.090, H10 1.188, H11 1.073
2 C -1.78 0.90 1.20  C3 1.533, H12 1.212, H13 1.107, H14 1.042
3 C -2.21 -0.07 0.10  C1 1.529, C2 1.533, O5 1.277
4 O 2.36 -1.82 -0.16  P7 1.686, H15 0.954
5 O -3.27 -0.77 0.25  C3 1.277
6 O 4.11 0.17 -0.74  P7 1.639, H16 0.986
7 P 2.57 -0.34 -0.94  O4 1.686, O6 1.639, S8 2.070
8 S 1.77 0.89 0.51  P7 2.070
9 H -1.57 -1.02 -1.69  C1 1.090
10 H -0.11 -0.31 -0.85  C1 1.188
11 H -1.25 0.74 -1.67  C1 1.073
12 H -1.93 0.40 2.29  C2 1.212
13 H -2.38 1.83 1.19  C2 1.107
14 H -0.77 1.16 1.11  C2 1.042
15 H 1.53 -2.02 0.28  O4 0.954
16 H 4.19 0.41 0.22  O6 0.986

C3H8O4 | ωB97M-V with the def2-TZVPD basis set

* strongest force on any atom: 7.28 eV/A
* lowest unoccupied orbital energy: 0.19 eV
* SMILES: O=C(O)CCO.O
* energy: -420.00142 Eh
* energy above the lowest of the compared OMol25 structures with the same formula, charge and spin: 56.5 kcal per mole
* HOMO-LUMO gap: 10.53 eV

Bonds (Å) are listed after each position.
Atoms and positions in Å:
1 O -1.48 -1.07 1.97  C2 1.200
2 C -1.13 -0.25 1.17  O1 1.200, O3 1.314, C4 1.500
3 O -0.20 0.63 1.46  C2 1.314, H7 1.105
4 C -1.40 -0.47 -0.29  C2 1.500, C5 1.591, H8 1.142, H9 1.144
5 C -0.27 -1.34 -1.00  C4 1.591, O6 1.423, H10 1.123, H11 1.071
6 O 0.70 -0.46 -1.58  C5 1.423, H12 0.982
7 H 0.13 1.02 2.44  O3 1.105
8 H -1.60 0.49 -0.87  C4 1.142
9 H -2.34 -1.02 -0.63  C4 1.144
10 H -0.54 -1.99 -1.87  C5 1.123
11 H 0.30 -1.82 -0.23  C5 1.071
12 H 0.83 0.33 -1.02  O6 0.982
13 H 2.98 1.59 0.39  O15 0.932
14 H 1.60 2.07 -0.10  O15 0.863
15 O 2.40 2.28 0.15  H13 0.932, H14 0.863

C3H8OS | ωB97M-V with the def2-TZVPD basis set

* strongest force on any atom: 5.17 eV/A
* lowest unoccupied orbital energy: -1.25 eV
* energy: -592.28875 Eh
* energy above the lowest of the compared OMol25 structures with the same formula, charge and spin: 143.9 kcal per mole
* HOMO-LUMO gap: 7.46 eV

Bonds (Å) are listed after each position.
Atoms and positions in Å:
1 C -0.94 -0.59 -0.02  C2 1.444, H5 1.173, H6 1.193, O12 1.429
2 C -0.23 0.66 -0.17  C1 1.444, C3 1.616, H7 1.071, H8 1.133
3 C 1.06 0.13 0.67  C2 1.616, H9 1.111, H10 1.251, S13 1.700
4 H -3.09 0.61 -0.88  no bonds
5 H -0.89 -1.06 1.05  C1 1.173
6 H -0.30 -1.24 -0.79  C1 1.193
7 H -0.56 1.53 0.35  C2 1.071
8 H 0.02 0.93 -1.24  C2 1.133
9 H 1.56 0.92 1.26  C3 1.111
10 H 0.73 -0.89 1.32  C3 1.251
11 H 2.66 0.23 -1.33  S13 1.414
12 O -2.37 -0.69 -0.05  C1 1.429
13 S 2.37 -0.54 -0.18  C3 1.700, H11 1.414

C3H8OS | ωB97M-V with the def2-TZVPD basis set

* strongest force on any atom: 3.86 eV/A
* lowest unoccupied orbital energy: 0.70 eV
* SMILES: C=O.CSC
* energy: -592.46160 Eh
* energy above the lowest of the compared OMol25 structures with the same formula, charge and spin: 35.4 kcal per mole
* HOMO-LUMO gap: 9.02 eV

Bonds (Å) are listed after each position.
Atoms and positions in Å:
1 O 2.46 -0.31 1.25  C2 1.203
2 C 3.18 -0.54 0.32  O1 1.203, H3 1.147, H4 1.194
3 H 2.85 -0.87 -0.73  C2 1.147
4 H 4.34 -0.26 0.42  C2 1.194
5 C -0.94 -0.88 0.58  S6 1.799, H8 1.055, H9 1.167, H10 1.160
6 S -1.53 -0.51 -1.07  C5 1.799, C7 1.870
7 C -2.01 1.29 -0.84  S6 1.870, H11 1.102, H12 1.100, H13 1.113
8 H -1.74 -0.84 1.28  C5 1.055
9 H -0.02 -0.19 0.75  C5 1.167
10 H -0.44 -1.93 0.65  C5 1.160
11 H -1.15 1.87 -1.19  C7 1.102
12 H -2.72 1.61 -1.62  C7 1.100
13 H -2.28 1.56 0.20  C7 1.113

C3H8OS | ωB97M-V with the def2-TZVPD basis set

* strongest force on any atom: 1.08 eV/A
* lowest unoccupied orbital energy: 0.92 eV
* SMILES: CC=O.CS
* energy: -592.49960 Eh
* energy above the lowest of the compared OMol25 structures with the same formula, charge and spin: 11.6 kcal per mole
* HOMO-LUMO gap: 9.87 eV

Bonds (Å) are listed after each position.
Atoms and positions in Å:
1 C -1.36 0.49 1.47  S2 1.808, H3 1.091, H4 1.086, H5 1.084
2 S -0.21 -0.23 2.66  C1 1.808, H6 1.337
3 H -2.14 1.05 1.98  C1 1.091
4 H -1.82 -0.31 0.90  C1 1.086
5 H -0.85 1.20 0.83  C1 1.084
6 H 0.65 0.79 2.63  S2 1.337
7 O 1.54 0.65 -0.24  C8 1.206
8 C 1.10 -0.38 -0.71  O7 1.206, C9 1.497, H10 1.101
9 C 0.63 -0.48 -2.13  C8 1.497, H11 1.093, H12 1.082, H13 1.089
10 H 0.95 -1.19 0.02  C8 1.101
11 H -0.39 -0.85 -2.08  C9 1.093
12 H 0.66 0.46 -2.66  C9 1.082
13 H 1.23 -1.21 -2.67  C9 1.089

C3H8OS | ωB97M-V with the def2-TZVPD basis set

* strongest force on any atom: 5.88 eV/A
* lowest unoccupied orbital energy: 0.62 eV
* SMILES: C[C@H](O)CS
* energy: -592.41275 Eh
* energy above the lowest of the compared OMol25 structures with the same formula, charge and spin: 66.1 kcal per mole
* HOMO-LUMO gap: 9.70 eV

Bonds (Å) are listed after each position.
Atoms and positions in Å:
1 C -1.60 -0.99 -0.31  C2 1.501, H4 1.132, H5 1.104, H6 1.302
2 C -1.02 0.20 0.40  C1 1.501, C3 1.477, H7 1.215, O12 1.455
3 C 0.30 0.00 1.03  C2 1.477, H9 1.130, H10 1.091, S13 1.809
4 H -1.94 -1.85 0.33  C1 1.132
5 H -0.76 -1.47 -0.86  C1 1.104
6 H -2.47 -0.77 -1.26  C1 1.302
7 H -1.55 0.87 1.27  C2 1.215
8 H -0.43 0.79 -1.17  O12 0.994
9 H 0.70 0.91 1.56  C3 1.130
10 H 0.20 -0.79 1.78  C3 1.091
11 H 1.17 1.13 -1.00  S13 1.653
12 O -0.68 1.37 -0.39  C2 1.455, H8 0.994
13 S 1.53 -0.31 -0.26  C3 1.809, H11 1.653

C3H8OS | ωB97M-V with the def2-TZVPD basis set

* strongest force on any atom: 3.13 eV/A
* lowest unoccupied orbital energy: 0.90 eV
* SMILES: OCCCS
* energy: -592.47753 Eh
* energy above the lowest of the compared OMol25 structures with the same formula, charge and spin: 25.4 kcal per mole
* HOMO-LUMO gap: 10.03 eV

Bonds (Å) are listed after each position.
Atoms and positions in Å:
1 C 1.26 -0.02 -0.49  O2 1.362, C3 1.541, H6 1.040, H7 1.059
2 O 2.31 0.56 0.15  C1 1.362, H8 0.962
3 C -0.04 0.17 0.32  C1 1.541, C4 1.556, H9 1.069, H10 1.074
4 C -1.31 -0.46 -0.32  C3 1.556, S5 1.795, H11 1.164, H12 1.032
5 S -2.81 -0.01 0.55  C4 1.795, H13 1.261
6 H 1.17 0.40 -1.44  C1 1.040
7 H 1.61 -0.99 -0.70  C1 1.059
8 H 2.48 0.24 1.04  O2 0.962
9 H 0.22 -0.29 1.26  C3 1.069
10 H -0.07 1.23 0.15  C3 1.074
11 H -1.18 -1.61 -0.46  C4 1.164
12 H -1.36 -0.11 -1.28  C4 1.032
13 H -2.27 0.90 1.23  S5 1.261

C3H8OS | ωB97M-V with the def2-TZVPD basis set

* strongest force on any atom: 5.54 eV/A
* lowest unoccupied orbital energy: -0.90 eV
* SMILES: C=C.C=S.O
* energy: -592.41342 Eh
* energy above the lowest of the compared OMol25 structures with the same formula, charge and spin: 65.7 kcal per mole
* HOMO-LUMO gap: 8.11 eV

Bonds (Å) are listed after each position.
Atoms and positions in Å:
1 C -1.51 0.43 -0.20  S5 1.621, H6 1.070, H7 1.075
2 C 0.36 0.20 2.11  C3 1.341, H8 1.105, H10 0.982
3 C 0.51 -1.12 1.92  C2 1.341, H11 1.110, H12 1.047
4 O 1.21 0.69 -4.09  H9 0.954, H13 0.998
5 S -0.40 -0.42 -1.01  C1 1.621
6 H -2.55 0.25 -0.36  C1 1.070
7 H -1.25 0.64 0.82  C1 1.075
8 H 1.15 0.88 1.73  C2 1.105
9 H 0.56 1.35 -3.84  O4 0.954
10 H -0.37 0.51 2.69  C2 0.982
11 H -0.10 -1.90 2.40  C3 1.110
12 H 1.28 -1.44 1.29  C3 1.047
13 H 1.13 -0.08 -3.47  O4 0.998

C3H8OS | ωB97M-V with the def2-TZVPD basis set

* strongest force on any atom: 2.31 eV/A
* lowest unoccupied orbital energy: 0.68 eV
* SMILES: CC=O.CS
* energy: -592.48009 Eh
* energy above the lowest of the compared OMol25 structures with the same formula, charge and spin: 23.8 kcal per mole
* HOMO-LUMO gap: 9.79 eV

Bonds (Å) are listed after each position.
Atoms and positions in Å:
1 C -0.14 -2.96 -0.09  S2 1.879, H3 1.072, H4 1.093, H5 1.098
2 S -1.73 -3.93 0.20  C1 1.879, H6 1.414
3 H -0.48 -1.95 0.04  C1 1.072
4 H 0.72 -3.30 0.49  C1 1.093
5 H 0.06 -3.26 -1.13  C1 1.098
6 H -2.36 -3.82 -1.06  S2 1.414
7 O 1.22 3.03 -1.46  C8 1.204
8 C 1.27 2.87 -0.27  O7 1.204, C9 1.496, H10 1.112
9 C 0.05 2.59 0.55  C8 1.496, H11 1.090, H12 1.108, H13 1.092
10 H 2.25 3.00 0.25  C8 1.112
11 H -0.52 1.69 0.32  C9 1.090
12 H -0.64 3.45 0.57  C9 1.108
13 H 0.30 2.60 1.61  C9 1.092

C3H8OS | ωB97M-V with the def2-TZVPD basis set

* strongest force on any atom: 2.21 eV/A
* lowest unoccupied orbital energy: 0.78 eV
* SMILES: C=CO.CS
* energy: -592.46519 Eh
* energy above the lowest of the compared OMol25 structures with the same formula, charge and spin: 33.2 kcal per mole
* HOMO-LUMO gap: 9.98 eV

Bonds (Å) are listed after each position.
Atoms and positions in Å:
1 C 2.69 -1.44 0.23  S2 1.905, H3 1.081, H4 1.079, H5 1.080
2 S 1.31 -0.12 0.21  C1 1.905, H6 1.333
3 H 3.48 -0.92 -0.30  C1 1.081
4 H 2.28 -2.29 -0.29  C1 1.079
5 H 2.94 -1.60 1.27  C1 1.080
6 H 1.83 0.55 -0.82  S2 1.333
7 C -1.98 1.48 0.67  C8 1.333, H10 1.080, H11 1.075
8 C -2.31 0.43 -0.07  C7 1.333, O9 1.371, H12 1.086
9 O -2.35 0.44 -1.44  C8 1.371, H13 0.962
10 H -1.79 1.26 1.71  C7 1.080
11 H -1.87 2.44 0.19  C7 1.075
12 H -2.74 -0.44 0.42  C8 1.086
13 H -1.48 0.20 -1.77  O9 0.962

Copy entry 10 word for word.
C3H8OS | ωB97M-V with the def2-TZVPD basis set

* strongest force on any atom: 5.54 eV/A
* lowest unoccupied orbital energy: -0.90 eV
* SMILES: C=C.C=S.O
* energy: -592.41342 Eh
* energy above the lowest of the compared OMol25 structures with the same formula, charge and spin: 65.7 kcal per mole
* HOMO-LUMO gap: 8.11 eV

Bonds (Å) are listed after each position.
Atoms and positions in Å:
1 C -1.51 0.43 -0.20  S5 1.621, H6 1.070, H7 1.075
2 C 0.36 0.20 2.11  C3 1.341, H8 1.105, H10 0.982
3 C 0.51 -1.12 1.92  C2 1.341, H11 1.110, H12 1.047
4 O 1.21 0.69 -4.09  H9 0.954, H13 0.998
5 S -0.40 -0.42 -1.01  C1 1.621
6 H -2.55 0.25 -0.36  C1 1.070
7 H -1.25 0.64 0.82  C1 1.075
8 H 1.15 0.88 1.73  C2 1.105
9 H 0.56 1.35 -3.84  O4 0.954
10 H -0.37 0.51 2.69  C2 0.982
11 H -0.10 -1.90 2.40  C3 1.110
12 H 1.28 -1.44 1.29  C3 1.047
13 H 1.13 -0.08 -3.47  O4 0.998